(1)
H6N4 | the ωB97M-V functional and the def2-TZVPD basis

For the electronic energy, the calculation gives -222.45925 a.u. Its SMILES is [H]/N=N/[H].NN.

The geometry in XYZ format:
```
10
Properties=species:S:1:pos:R:3:forces:R:3
N -1.43085 0.48925 0.91151 -2.16 1.52 -1.39
N -1.61358 -0.05481 -0.21014 -2.07 0.63 1.93
N 1.31532 0.47264 0.14375 1.73 -1.11 1.57
N 0.82036 -0.80510 -0.14561 -2.82 -2.23 -1.28
H -0.31595 -0.88109 -0.32774 3.94 0.29 0.85
H 2.31854 0.32782 0.51293 -2.34 0.72 -0.92
H -1.62312 0.66285 -0.95995 1.36 -0.09 0.38
H 1.17126 -1.27716 -0.98651 0.49 0.68 0.15
H 1.24956 1.11271 -0.61187 0.48 0.59 -0.83
H -1.89154 -0.04712 1.67361 1.39 -0.99 -0.45
```
Positions in Å, forces in eV/Å.

(2)
H6N4 | the ωB97M-V functional and the def2-TZVPD basis

For the electronic energy, the calculation gives -222.51836 a.u. Its SMILES is [H]/N=N/[H].NN.

The geometry in XYZ format:
```
10
Properties=species:S:1:pos:R:3:forces:R:3
N -1.01441 -0.70735 -0.50009 0.08 -0.32 0.39
N 2.16624 0.46141 -0.55713 0.42 0.25 -0.01
N -1.87515 0.30830 0.02897 0.08 0.24 0.05
N 2.55453 -0.35723 0.28144 -0.49 -0.14 -0.26
H -0.13120 -0.75214 0.01051 -0.26 -0.03 0.02
H -1.67107 0.53015 1.00373 0.00 -0.10 -0.30
H 3.44347 -0.01807 0.69004 -0.23 0.14 -0.19
H -1.74001 1.14736 -0.52549 -0.02 -0.13 0.14
H 1.28393 0.13635 -0.99846 0.29 -0.17 0.33
H -1.47759 -1.60026 -0.33399 0.14 0.26 -0.18
```
Positions in Å, forces in eV/Å.

(3)
H6N4OS | the ωB97M-V functional and the def2-TZVPD basis

For the electronic energy, the calculation gives -695.80697 a.u.

The geometry in XYZ format:
```
12
Properties=species:S:1:pos:R:3:forces:R:3
S -0.41901 -0.18407 -0.11739 1.77 0.64 1.15
O -2.57301 0.11412 -0.32326 0.13 -3.43 1.00
N 1.12499 -0.83606 0.14800 -2.03 -1.19 -1.42
N -0.07114 1.30590 0.64263 -1.01 1.26 -0.74
N -1.40293 -0.89424 0.92520 -1.84 0.47 -2.42
N 2.12026 -0.41006 -0.75292 -0.45 -1.12 -0.97
H 1.73627 0.36366 -1.26253 0.18 1.02 -0.19
H -0.22687 1.33737 1.66991 0.12 -0.73 -0.83
H 1.45291 -0.78395 1.03978 0.87 0.33 3.04
H 2.07466 -1.16836 -1.43545 0.75 0.26 -0.19
H -2.97604 -0.71317 -0.79493 1.12 2.08 1.32
H -0.84008 1.86888 0.26095 0.39 0.41 0.25
```
Positions in Å, forces in eV/Å.

(4)
H6N6 | the ωB97M-V functional and the def2-TZVPD basis

For the electronic energy, the calculation gives -331.91709 a.u.

The geometry in XYZ format:
```
12
Properties=species:S:1:pos:R:3:forces:R:3
N -1.58484 0.73185 0.61630 0.45 0.19 -0.35
N 0.15062 -1.51739 0.75867 -0.13 0.38 -0.11
N 0.05975 -0.66674 -0.35404 -0.88 0.60 -0.07
N 0.88693 1.91921 -1.13801 -1.59 0.22 -0.18
N 1.76160 1.24328 -0.72617 0.17 -1.71 0.58
N -1.07915 0.32844 -0.45844 -0.02 -1.20 0.70
H 0.59108 -1.02435 1.52840 0.00 -0.04 -0.08
H -0.16852 1.39592 -1.08314 1.13 0.46 -0.33
H -0.77818 -1.82391 1.04330 0.04 0.07 -0.03
H -1.05065 0.51895 1.47327 0.00 -0.37 -0.18
H 0.04493 -1.20062 -1.21675 -0.22 0.03 0.08
H 1.16644 0.09536 -0.44338 1.03 1.38 -0.03
```
Positions in Å, forces in eV/Å.

(5)
H6N6P2 | the ωB97M-V functional and the def2-TZVPD basis

As for the expectation value of S²: 2.0187. As for the multiplicity: 3. For the electronic energy, the calculation gives -1014.62789 a.u.

The geometry in XYZ format:
```
14
Properties=species:S:1:pos:R:3:forces:R:3
P 1.51286 -0.08263 -0.05427 2.11 0.68 0.61
P -1.53210 -0.11723 0.12963 -0.49 -0.60 -0.72
N -0.83222 1.40547 0.23611 -3.22 -1.17 -0.08
N -0.58166 -1.14399 1.09200 -1.14 1.16 -1.41
N 0.81405 -0.86702 1.27508 -0.81 -2.02 0.85
N -0.79014 -0.53783 -1.43230 -1.47 1.55 0.05
N 0.87742 1.42507 0.32462 2.96 -1.30 -0.26
N 0.60483 -0.77947 -1.38034 -0.68 1.19 0.35
H 1.00182 -0.34250 -2.18963 0.45 -0.29 -0.89
H -1.09815 0.28075 -2.06003 0.94 -1.54 0.78
H -1.31896 1.98238 0.88529 -0.54 0.97 0.50
H -1.12675 -1.65280 1.76004 0.53 -0.08 0.84
H 1.31562 2.25775 0.00142 0.58 0.69 -0.43
H 1.15340 -1.82797 1.41238 0.78 0.75 -0.19
```
Positions in Å, forces in eV/Å.

(6)
H6NO | the ωB97M-V functional and the def2-TZVPD basis

The total charge is +1. For the electronic energy, the calculation gives -133.33818 a.u.

The geometry in XYZ format:
```
8
Properties=species:S:1:pos:R:3:forces:R:3
O -1.14718 0.30144 -1.37726 -0.56 0.27 -0.52
N 0.85607 -0.24752 0.98550 0.17 -0.04 0.12
H -2.06558 0.60240 -1.19228 0.91 -0.32 -0.25
H 0.46936 -1.04219 1.52992 0.23 0.50 -0.36
H 0.35944 0.62572 1.24676 0.26 -0.55 -0.29
H 0.72845 -0.42796 -0.02869 -0.26 0.23 0.41
H 1.86784 -0.14535 1.19362 -0.64 -0.07 -0.08
H -1.06839 0.33347 -2.35758 -0.11 -0.02 0.97
```
Positions in Å, forces in eV/Å.

> Look up the electronic energy of the fourth one.

-331.91709 a.u.